1.
{"formula": "C25H55F3N4O16SZn2", "method": "ωB97M-V/def2-TZVPD", "lumo_ev": -5.510, "charge": 0, "orbital_gap_ev": 0.89, "e_homo_ha": -0.2352, "symbols": ["C", "C", "C", "C", "C", "C", "N", "O", "C", "C", "C", "H", "H", "H", "H", "H", "H", "H", "H", "H", "H", "H", "H", "H", "H", "H", "H", "H", "H", "Zn", "Zn", "S", "O", "O", "O", "O", "O", "C", "C", "O", "H", "H", "H", "H", "C", "O", "O", "C", "F", "F", "F", "C", "C", "H", "H", "H", "H", "H", "H", "C", "C", "O", "O", "H", "H", "H", "H", "H", "H", "C", "C", "O", "O", "H", "H", "H", "H", "H", "H", "O", "C", "N", "C", "H", "H", "H", "H", "H", "O", "C", "N", "C", "H", "H", "H", "H", "H", "O", "C", "N", "C", "H", "H", "H", "H", "H"], "coordinates": [[-1.26, -0.30, 27.41], [-2.79, -0.01, 27.16], [-3.25, 1.24, 27.98], [-4.56, 1.84, 27.61], [-4.48, 2.20, 26.12], [-4.22, 1.08, 25.13], [-2.99, 0.24, 25.69], [-2.42, -0.69, 24.84], [-3.90, 1.77, 23.88], [-5.50, 0.15, 24.94], [-3.63, -1.27, 27.49], [-1.11, -0.84, 28.34], [-0.65, 0.60, 27.41], [-0.69, -0.84, 26.65], [-2.60, 2.11, 27.92], [-3.37, 0.96, 29.03], [-4.71, 2.81, 28.08], [-5.41, 1.21, 27.85], [-3.88, 3.10, 26.07], [-5.45, 2.64, 25.93], [-3.09, 2.48, 23.74], [-4.68, 2.51, 23.72], [-3.94, 1.09, 23.03], [-5.37, -0.58, 24.15], [-6.37, 0.79, 24.77], [-5.65, -0.51, 25.80], [-3.47, -2.05, 26.74], [-4.71, -1.14, 27.51], [-3.23, -1.69, 28.42], [-8.09, 8.76, 20.27], [-15.12, 3.35, 20.36], [-10.60, 3.54, 19.32], [-11.75, 4.02, 18.56], [-9.67, 4.65, 19.48], [-11.35, 3.09, 20.43], [-10.02, 2.45, 18.51], [-16.78, 6.38, 22.20], [-17.40, 6.37, 23.44], [-17.83, 4.92, 24.10], [-17.01, 3.83, 23.71], [-18.29, 7.00, 23.36], [-16.84, 6.99, 24.14], [-18.89, 4.75, 23.93], [-17.75, 5.00, 25.18], [-20.07, 1.15, 16.83], [-21.11, 1.07, 17.79], [-18.87, 1.08, 17.58], [-20.32, 0.22, 15.67], [-19.40, 0.22, 14.69], [-20.44, -0.99, 16.17], [-21.51, 0.44, 15.09], [-22.18, 2.02, 17.64], [-23.42, 1.35, 18.31], [-23.47, 0.27, 18.13], [-23.29, 1.49, 19.38], [-24.43, 1.65, 18.02], [-22.49, 2.14, 16.60], [-21.94, 2.95, 18.15], [-20.21, 2.10, 16.33], [-6.06, -0.11, 13.96], [-5.08, 1.12, 14.09], [-5.11, 1.57, 15.45], [-7.35, 0.41, 13.96], [-5.94, -0.80, 14.80], [-5.89, -0.71, 13.07], [-5.51, 1.93, 13.51], [-4.00, 1.05, 13.98], [-6.03, 1.69, 15.66], [-7.56, 0.77, 14.82], [-11.92, -5.66, 18.66], [-11.40, -4.44, 19.47], [-10.26, -3.85, 18.91], [-12.96, -6.44, 19.21], [-11.10, -6.38, 18.61], [-12.23, -5.28, 17.69], [-11.10, -4.71, 20.49], [-12.18, -3.69, 19.49], [-10.38, -2.94, 18.64], [-12.58, -7.06, 19.83], [-7.73, 9.61, 15.18], [-7.95, 9.54, 13.91], [-8.22, 8.43, 13.27], [-7.77, 10.74, 12.98], [-8.59, 7.67, 13.83], [-8.09, 8.36, 12.27], [-7.34, 10.43, 12.02], [-6.98, 11.27, 13.51], [-8.61, 11.35, 12.67], [-16.27, 6.68, 12.25], [-15.45, 6.28, 13.01], [-15.35, 6.61, 14.28], [-14.48, 5.26, 12.50], [-16.05, 7.22, 14.69], [-14.50, 6.29, 14.72], [-15.11, 4.44, 12.15], [-13.85, 4.92, 13.32], [-13.83, 5.58, 11.69], [-8.98, 8.04, 25.12], [-9.16, 8.13, 26.30], [-8.16, 8.66, 27.02], [-10.26, 7.27, 26.90], [-8.11, 8.80, 28.02], [-7.51, 9.14, 26.42], [-10.05, 6.91, 27.91], [-10.32, 6.43, 26.22], [-11.25, 7.71, 27.04]], "mulliken_charge": [-1.581, 1.407, -1.083, -0.774, -1.373, 1.361, 0.581, -0.323, -1.667, -1.308, -1.633, 0.367, 0.377, 0.419, 0.412, 0.421, 0.373, 0.360, 0.486, 0.514, 0.417, 0.436, 0.373, 0.421, 0.374, 0.233, 0.419, 0.318, 0.447, 0.011, 0.324, 1.267, -0.379, -0.549, -0.417, -0.528, -0.380, -0.204, -0.132, -0.385, 0.259, 0.264, 0.257, 0.237, -0.075, -0.315, -0.610, 0.825, -0.263, -0.265, -0.271, -0.100, -1.199, 0.324, 0.273, 0.364, 0.275, 0.306, 0.313, -0.407, -0.260, -0.504, -0.513, 0.251, 0.310, 0.247, 0.303, 0.258, 0.315, -0.363, -0.224, -0.533, -0.517, 0.278, 0.242, 0.215, 0.270, 0.326, 0.306, -0.641, 0.629, -0.344, -0.933, 0.248, 0.208, 0.309, 0.254, 0.269, -0.584, 0.574, -0.363, -0.814, 0.225, 0.202, 0.219, 0.299, 0.243, -0.589, 0.623, -0.402, -0.882, 0.187, 0.240, 0.303, 0.249, 0.268]}

---

2.
{"formula": "C12H23B", "method": "ωB97M-V/def2-TZVPD", "lumo_ev": 0.753, "smiles": "CC(C)=C(C)CBCC(C)=C(C)C", "charge": 0, "orbital_gap_ev": 8.78, "e_homo_ha": -0.2949, "relative_energy_kcal_mol": 33.7, "symbols": ["C", "C", "C", "C", "C", "C", "B", "C", "C", "C", "C", "C", "C", "H", "H", "H", "H", "H", "H", "H", "H", "H", "H", "H", "H", "H", "H", "H", "H", "H", "H", "H", "H", "H", "H", "H"], "coordinates": [[-2.90, -0.84, 1.06], [-2.59, 0.46, 1.86], [-3.76, 1.19, 2.44], [-1.37, 0.91, 2.07], [-0.99, 2.27, 2.62], [-0.08, 0.14, 1.69], [0.35, 0.36, 0.23], [0.22, -0.88, -0.80], [1.19, -0.77, -1.99], [0.71, -0.73, -3.42], [2.55, -0.83, -1.81], [3.25, -0.70, -0.50], [3.46, -0.64, -2.98], [-3.47, -0.66, 0.15], [-1.98, -1.36, 0.79], [-3.50, -1.45, 1.65], [-4.46, 0.44, 2.73], [-3.42, 1.77, 3.30], [-4.13, 1.74, 1.65], [-0.08, 2.45, 2.06], [-1.62, 3.13, 2.58], [-0.86, 2.03, 3.68], [0.61, 0.39, 2.42], [-0.17, -0.91, 1.90], [0.87, 1.32, -0.15], [-0.80, -0.74, -1.17], [0.16, -1.86, -0.40], [-0.21, -0.12, -3.49], [1.47, -0.42, -4.06], [0.30, -1.91, -3.62], [3.69, 0.29, -0.38], [2.52, -0.97, 0.34], [4.06, -1.31, -0.51], [4.43, -1.06, -2.85], [3.07, -1.14, -3.85], [3.48, 0.41, -3.24]], "nbo_charge": [-0.636, 0.017, -0.635, 0.038, -0.656, -0.839, 0.731, -0.814, 0.029, -0.622, -0.002, -0.631, -0.649, 0.212, 0.214, 0.207, 0.208, 0.214, 0.214, 0.222, 0.217, 0.217, 0.242, 0.219, -0.099, 0.250, 0.236, 0.213, 0.213, 0.200, 0.215, 0.209, 0.210, 0.210, 0.211, 0.214]}

---

3.
{"formula": "C3H4CdO3", "method": "ωB97M-V/def2-TZVPD", "spin_multiplicity": 2, "lumo_ev": [3.733, 3.502], "charge": -1, "s_squared": 0.76, "orbital_gap_ev": [5.97, 5.98], "e_homo_ha": [-0.0824, -0.0910], "relative_energy_kcal_mol": 24.9, "symbols": ["O", "C", "O", "Cd", "O", "C", "H", "C", "H", "H", "H"], "coordinates": [[1.38, 0.03, -0.08], [0.27, -0.63, -0.44], [0.42, -1.38, -1.43], [-1.50, -1.91, -0.79], [-2.50, -0.36, -1.55], [-2.14, 0.86, -1.43], [-1.91, 1.06, -0.32], [1.47, 0.49, 1.25], [0.76, -0.04, 1.90], [1.25, 1.57, 1.29], [2.50, 0.32, 1.60]], "nbo_charge": [-0.567, 0.206, -0.819, 0.822, -0.912, 0.002, -0.009, -0.250, 0.187, 0.171, 0.171]}

---

4.
{"formula": "C4H15NO2", "method": "ωB97M-V/def2-TZVPD", "lumo_ev": 0.612, "smiles": "CCCCN.O.O", "charge": 0, "orbital_gap_ev": 10.34, "e_homo_ha": -0.3574, "relative_energy_kcal_mol": 44.4, "symbols": ["C", "C", "C", "C", "N", "H", "H", "H", "H", "H", "H", "H", "H", "H", "H", "H", "O", "H", "H", "O", "H", "H"], "coordinates": [[-2.22, -0.08, -0.49], [-1.27, -1.15, 0.09], [-0.01, -1.51, -0.80], [1.23, -0.69, -0.85], [1.75, -0.20, 0.46], [-2.96, 0.11, 0.31], [-1.64, 0.85, -0.71], [-2.71, -0.40, -1.44], [-1.63, -2.11, 0.36], [-0.94, -0.74, 1.06], [-0.35, -1.32, -1.83], [0.21, -2.60, -0.79], [2.07, -1.17, -1.39], [0.96, 0.20, -1.45], [2.30, -0.99, 0.81], [2.50, 0.40, 0.10], [0.17, 0.83, 2.54], [0.69, 1.65, 2.85], [0.45, 0.64, 1.59], [0.68, 2.61, -0.11], [0.39, 3.02, 0.73], [0.32, 2.67, -1.03]], "nbo_charge": [-0.612, -0.405, -0.418, -0.216, -0.825, 0.219, 0.203, 0.199, 0.208, 0.217, 0.200, 0.199, 0.176, 0.174, 0.349, 0.359, -0.998, 0.457, 0.511, -1.021, 0.516, 0.509]}

---

5.
{"formula": "C26H21N10O3Os", "method": "ωB97M-V/def2-TZVPD", "spin_multiplicity": 5, "lumo_ev": [-8.719, -11.720], "charge": 3, "s_squared": 6.05, "orbital_gap_ev": [7.87, 4.88], "e_homo_ha": [-0.6095, -0.6099], "symbols": ["Os", "C", "N", "C", "N", "C", "N", "C", "C", "C", "C", "C", "C", "C", "N", "N", "C", "O", "C", "C", "C", "C", "C", "C", "N", "C", "N", "C", "N", "C", "H", "H", "H", "H", "H", "H", "H", "H", "H", "H", "H", "H", "H", "H", "H", "H", "O", "N", "N", "O", "C", "C", "C", "C", "C", "C", "H", "H", "H", "H", "H"], "coordinates": [[-2.15, -0.91, -1.65], [3.34, -2.22, -2.12], [2.01, -1.58, -2.13], [0.86, -1.95, -1.61], [-0.06, -1.01, -1.89], [0.64, -0.07, -2.62], [1.89, -0.38, -2.76], [4.27, -1.58, -1.12], [5.66, -1.57, -1.34], [6.54, -0.99, -0.44], [6.06, -0.41, 0.72], [4.68, -0.45, 0.98], [3.79, -1.03, 0.04], [4.13, 0.05, 2.18], [4.68, 0.83, 3.12], [3.75, 1.08, 4.02], [2.64, 0.42, 3.65], [2.85, -0.24, 2.49], [1.37, 0.32, 4.26], [1.00, 1.17, 5.31], [-0.28, 1.07, 5.84], [-1.17, 0.13, 5.33], [-0.80, -0.75, 4.31], [-1.72, -1.85, 3.86], [-2.17, -1.76, 2.45], [-1.53, -1.43, 1.34], [-2.35, -1.61, 0.29], [-3.53, -2.05, 0.87], [-3.44, -2.14, 2.16], [0.47, -0.66, 3.79], [3.71, -2.11, -3.14], [3.20, -3.28, -1.93], [0.69, -2.87, -1.08], [0.20, 0.83, -3.02], [6.05, -2.01, -2.25], [7.60, -0.99, -0.65], [6.73, 0.05, 1.44], [2.73, -1.03, 0.26], [1.70, 1.91, 5.69], [-0.58, 1.72, 6.65], [-2.16, 0.06, 5.77], [-2.65, -1.88, 4.43], [-1.24, -2.83, 3.97], [-0.51, -1.09, 1.29], [-4.41, -2.29, 0.30], [0.82, -1.37, 3.05], [-4.09, -0.83, -1.83], [-4.59, 0.21, -2.48], [-3.72, 0.98, -2.94], [-2.40, 0.72, -2.70], [-4.05, 2.15, -3.71], [-3.01, 2.96, -4.14], [-3.34, 4.09, -4.88], [-4.67, 4.37, -5.16], [-5.69, 3.52, -4.73], [-5.39, 2.39, -3.99], [-1.98, 2.74, -3.92], [-2.56, 4.74, -5.24], [-4.92, 5.26, -5.73], [-6.72, 3.74, -4.97], [-6.17, 1.73, -3.66]], "nbo_charge": [1.554, -0.239, -0.128, 0.235, -0.628, 0.183, -0.198, -0.045, -0.067, -0.193, -0.086, -0.056, -0.169, 0.522, -0.140, -0.153, 0.536, -0.421, -0.073, -0.103, -0.185, -0.087, -0.063, -0.242, -0.122, 0.228, -0.610, 0.189, -0.188, -0.165, 0.271, 0.253, 0.252, 0.249, 0.249, 0.268, 0.267, 0.209, 0.268, 0.266, 0.250, 0.274, 0.252, 0.232, 0.262, 0.214, -0.486, 0.227, 0.218, -0.535, 0.109, -0.213, -0.185, -0.125, -0.173, -0.203, 0.234, 0.248, 0.252, 0.255, 0.256]}

---

no.,E_tot (Ha)
1,-6663.9548
2,-495.7698
3,-510.0146
4,-366.5805
5,-1866.1894